Below is a structure of composition C41H43BrCl2N6O2SSeTi, with properties calculated with ωB97M-V with the def2-TZVPD basis set.

Results
- energy relative to the best compared isomer or geometry (same formula, charge and spin) (kJ/mol) = 293.60

```
98
Properties=species:S:1:pos:R:3:forces:R:3
Ti -0.510591 0.967998 1.641737 -0.5 3.2 -0.5
Br -4.172129 2.382554 3.548484 0.9 0.8 0.3
C -4.030356 0.904465 2.440750 0.1 -1.0 -0.4
C -5.270132 0.408597 2.075140 -1.7 -0.3 -0.2
C -5.416385 -0.888298 1.559335 0.5 1.3 1.7
C -4.229935 -1.601826 1.426676 -0.6 -0.7 -1.6
C -3.031355 -0.918050 1.455565 -0.5 1.4 1.5
N -2.898509 0.315723 2.087701 0.1 -1.2 -1.3
C -1.817013 -1.440019 0.792591 1.6 -3.1 -1.2
O -1.700201 -2.638502 0.442949 -0.7 2.8 1.0
O -0.878879 -0.554375 0.570242 -1.1 -0.6 0.3
H -6.126014 1.072953 2.310478 0.5 -0.8 -0.3
H -6.406985 -1.339996 1.476819 0.4 0.2 -0.3
H -4.314752 -2.631750 1.056165 0.6 0.5 0.2
C 2.367774 3.795558 -4.634394 1.3 -0.1 0.9
C 1.379423 3.910051 -3.489608 0.0 2.0 0.7
C 2.078300 4.735189 -2.356406 -1.6 -0.8 0.6
C 0.109550 4.727149 -3.953343 0.4 -0.9 0.7
C 1.016416 2.539739 -3.004092 -0.5 -2.2 -0.3
C 0.427142 1.596097 -3.924357 -0.2 3.2 0.3
C 0.122664 0.360589 -3.505095 1.1 -1.4 1.4
N 0.559288 -0.132239 -2.328975 -0.9 0.0 0.3
C 1.089070 0.673230 -1.410538 -0.8 -0.1 -1.5
C 1.308981 2.029096 -1.732452 0.8 0.4 0.5
C 1.530613 -0.072017 -0.180323 0.5 1.5 0.9
C 2.065058 -1.310897 -0.428983 1.2 -0.4 0.9
C 2.803702 -2.034744 0.526136 -1.5 1.1 -0.4
C 2.798871 -1.456271 1.803994 0.0 1.2 -0.3
C 2.276176 -0.178472 2.029155 -0.8 0.1 -1.4
N 1.558285 0.534804 1.058974 1.4 -1.9 0.0
C 3.631558 -3.257760 0.172289 -0.1 0.4 0.0
C 3.040110 -4.498567 0.823160 0.2 0.0 0.9
C 3.798604 -3.371836 -1.336289 1.4 -1.9 -0.5
C 4.977969 -2.986511 0.882701 1.2 -0.9 -2.3
H 2.819144 4.776608 -4.900961 -0.2 -0.7 0.3
H 1.869127 3.429425 -5.486097 -0.5 -0.6 -1.3
H 3.139608 3.047489 -4.312286 -0.3 0.8 -0.6
H 2.362592 5.719099 -2.742940 0.4 -0.3 0.3
H 2.848993 4.131998 -1.858901 0.5 0.6 -0.6
H 1.356198 4.874133 -1.515814 0.2 0.2 -0.6
H 0.402452 5.750849 -4.247931 -0.2 -0.5 0.0
H -0.544169 4.780767 -3.064197 0.0 0.2 -0.5
H -0.421190 4.188701 -4.770889 0.3 0.6 0.5
H 0.073349 1.956033 -4.894117 0.3 -0.2 0.2
H -0.377947 -0.357105 -4.107071 -0.4 -0.4 -0.6
H 1.871446 2.621729 -1.002800 -0.6 -0.1 -0.2
H 2.006695 -1.582366 -1.445073 0.0 -0.7 -0.8
H 3.342662 -1.922613 2.593325 0.1 0.0 0.6
H 2.482538 0.361343 2.957330 -0.5 -0.3 -0.2
H 2.106796 -4.824290 0.419815 -0.7 -0.1 -0.7
H 2.782736 -4.216717 1.862834 0.5 -0.5 -0.2
H 3.748848 -5.343580 0.771666 -0.3 0.4 0.2
H 2.992117 -3.789103 -1.961060 0.0 -0.1 0.8
H 4.728848 -3.983577 -1.541988 -1.1 0.3 0.2
H 4.033679 -2.451996 -1.788563 0.3 1.5 -0.4
H 4.743789 -2.919250 1.901997 0.4 0.2 1.4
H 5.450386 -2.078384 0.473571 -0.3 -0.1 0.5
H 5.745508 -3.799345 0.717099 -1.0 0.6 0.2
C -0.966247 -8.445795 -1.468012 1.3 2.3 0.1
N -1.833268 -7.296354 -1.163619 -1.0 0.9 -0.2
C -2.623776 -7.090289 -0.010822 -0.5 -0.3 0.0
C -3.297738 -5.902340 -0.190082 1.0 -0.9 -0.2
N -2.924891 -5.410447 -1.422804 0.4 -0.1 -0.8
C -3.252726 -4.077933 -1.951605 -0.6 -0.1 2.2
C -2.088062 -6.270871 -2.079356 -0.4 -1.2 2.2
Se -1.581272 -6.305875 -3.800354 0.5 0.3 -0.8
H -0.766104 -8.949762 -0.536041 0.0 -0.4 0.1
H -0.007652 -8.038380 -1.919735 -1.0 -0.4 0.8
H -1.357348 -9.031916 -2.252024 -0.8 -1.0 -0.6
H -2.758095 -7.887502 0.771689 0.4 1.2 -1.0
H -3.971759 -5.310157 0.409390 0.1 -0.4 0.2
H -3.107052 -3.382812 -1.065083 0.1 -0.5 -1.5
H -4.307930 -4.025935 -2.257503 0.4 -0.1 -0.2
H -2.572368 -3.939963 -2.765384 0.2 0.6 -0.4
Cl -3.013351 1.808876 -0.671783 0.2 0.2 -0.1
C -2.544407 3.446936 -0.300705 0.7 1.5 -1.6
C -3.085946 4.475645 -1.132276 0.8 0.0 2.6
C -2.875072 5.810658 -0.705334 0.2 -1.5 -0.7
C -1.893090 6.067074 0.239330 0.4 -0.3 0.1
C -1.106991 5.075136 0.804325 -0.8 -1.3 -0.2
Cl 0.172855 5.504156 1.916000 -0.4 -0.2 -0.5
C -1.424225 3.685170 0.572111 -0.9 1.1 -0.6
N -0.748750 2.655453 1.083804 0.5 -2.9 1.6
H -3.625304 4.207951 -2.015506 -0.7 0.0 -0.1
H -3.434715 6.615649 -1.147539 0.1 0.2 -0.2
H -1.652009 7.065297 0.512398 0.0 0.8 0.2
S -0.369193 0.724889 3.952187 0.3 0.1 -0.4
C 0.608597 2.070479 4.549386 -0.1 0.2 1.4
C 0.549467 2.192698 5.962434 0.9 -0.2 -0.1
C 1.189467 3.250215 6.624150 0.3 0.3 0.3
C 1.934162 4.185707 5.886181 0.0 -0.9 -0.2
C 1.967190 4.034965 4.478184 1.0 1.3 1.4
C 1.348313 3.002812 3.815931 -1.0 0.0 -1.1
H 0.167201 1.320742 6.512100 -0.3 0.8 -0.1
H 1.163120 3.391239 7.733448 -0.1 -0.5 -1.1
H 2.584364 4.898482 6.439560 -0.8 -0.3 -0.8
H 2.519756 4.812046 3.938836 -0.2 -0.5 -0.1
H 1.284325 3.052550 2.700989 0.2 -0.4 1.1
```
Positions in Å, forces in eV/Å.

Atom charges from the Löwdin analysis, given in e for atoms 1 to 6: Ti 0.754; Br 0.851; C -0.791; C -0.132; C -0.014; C 0.004

Below is a cluster of 3 separate species, C19H16F5N2O in total, with properties calculated with ωB97M-V with the def2-TZVPD basis set.

Results
- net charge = -1
- DFT total energy (eV) = -38568.760

```
43
Properties=species:S:1:pos:R:3:forces:R:3
F 0.892915 -5.784594 -0.314544 -2.2 4.4 -0.1
C 0.389358 -4.393520 -0.258224 0.8 2.3 1.1
F -1.104460 -4.304201 -0.049609 4.8 -1.0 -1.4
F 0.737353 -3.742160 -1.570555 -1.6 -2.5 3.5
O 0.987747 -3.550202 0.786953 -1.7 -4.5 -3.7
C 2.006353 -4.260966 1.573221 1.9 0.7 2.9
N 2.405551 -3.315578 2.721884 -2.9 2.5 -2.1
C 1.702830 -1.964922 2.557566 0.4 1.3 -1.1
C 2.353938 -0.754485 1.601799 -5.6 0.7 3.0
C 1.360079 0.575713 1.580980 -0.1 -1.6 1.0
C -0.036816 0.747403 2.394645 3.3 -3.6 0.3
N -0.545019 -0.363857 3.247121 4.6 -0.2 -2.9
C 0.284819 -1.601015 3.271929 0.8 1.3 -0.9
H 2.953311 -4.533574 0.936286 -1.8 0.5 0.6
H 1.611732 -5.244366 2.082019 0.3 1.7 -1.3
H 3.350928 -0.859245 0.999278 -2.2 0.3 1.3
H 1.702468 1.490943 0.902810 -0.8 -2.0 1.6
H -0.641713 1.755619 2.317362 1.7 -2.6 0.6
H -0.160642 -2.484438 3.944144 1.1 2.2 -1.6
F 0.376649 2.511126 -2.586190 -0.2 0.3 0.0
C 1.235467 1.509077 -2.816290 0.7 -1.0 -0.2
C 0.783672 0.195020 -2.763495 0.0 0.1 0.0
C 1.676392 -0.848444 -3.008074 0.2 0.3 -0.1
C 3.014806 -0.566194 -3.292260 -0.1 0.1 0.0
C 3.459740 0.755877 -3.337989 -0.4 -0.2 0.1
C 2.564394 1.799348 -3.104409 -0.1 0.1 0.0
H -0.257577 -0.005301 -2.533011 0.1 0.0 0.0
H 1.331385 -1.878951 -2.976849 0.0 0.3 0.1
H 3.711728 -1.380544 -3.478556 -0.1 0.1 0.1
H 4.502791 0.972941 -3.555316 -0.2 0.0 0.0
H 2.891281 2.833099 -3.144799 -0.1 -0.1 0.0
F -1.600796 1.487243 0.559603 -0.7 0.2 -0.8
C -2.689470 2.266423 0.607388 -0.6 0.4 -0.1
C -3.224213 2.619954 1.841373 0.0 0.0 0.1
C -4.354712 3.435442 1.891703 0.1 -0.1 -0.5
C -4.944855 3.879767 0.705918 0.0 0.0 0.1
C -4.403636 3.515315 -0.527852 0.1 -0.1 0.4
C -3.266709 2.709113 -0.577574 0.0 0.0 -0.1
H -2.757210 2.258504 2.751711 -0.1 0.0 -0.1
H -4.775884 3.723883 2.851580 0.1 -0.1 -0.2
H -5.829224 4.512134 0.745569 0.2 -0.1 0.0
H -4.867100 3.858972 -1.449484 0.1 -0.1 0.1
H -2.827647 2.423639 -1.527761 0.0 0.0 0.1
```
Positions in Å, forces in eV/Å.

Atom charges from the Löwdin analysis, given in e for atoms 1 to 6: F 0.020; C -0.243; F 0.005; F -0.011; O -0.078; C -0.314

Below is a cluster of 2 separate species, C7H10ClFO2S in total, with properties calculated with ωB97M-V with the def2-TZVPD basis set.

Results
- energy relative to the best compared isomer or geometry (same formula, charge and spin) (kJ/mol) = 62.04

```
22
Properties=species:S:1:pos:R:3:forces:R:3
C 1.930858 -1.194914 0.481048 1.7 -0.2 1.4
C 0.599725 -0.744327 0.110980 0.0 1.3 -3.1
C 3.160106 -0.733103 0.149381 -0.1 -0.1 -1.3
C -0.591871 -1.236469 0.495041 0.6 0.6 0.9
C 4.471061 -1.288321 0.661280 -1.5 2.7 2.3
C -2.991492 2.904083 -1.435851 -1.2 1.0 -0.9
C -3.247987 3.312011 -0.213059 -0.5 0.3 0.3
O -2.110180 -0.061573 -1.278385 0.0 0.2 -0.7
O -2.787822 -2.272114 -0.047589 3.4 1.1 0.1
F -4.156322 4.285602 0.073456 0.7 -0.9 -0.2
S -2.230598 -0.630851 0.045074 0.0 -1.9 0.4
Cl -2.551182 2.641593 1.231320 -0.1 0.4 -0.4
H 2.064415 -1.949319 1.254565 -0.7 -0.3 -0.1
H 0.697861 -0.003704 -0.785383 -0.8 -1.1 1.6
H 3.374454 0.071414 -0.567887 -0.8 -0.1 0.2
H -0.630151 -1.848827 1.387098 -0.1 -0.4 -0.1
H 4.735329 -0.630307 1.559412 0.0 -1.1 -1.0
H 5.293811 -1.306727 0.042390 1.6 1.1 -2.1
H 4.501811 -2.283168 0.916503 -0.9 -2.4 1.4
H -2.247781 2.189253 -1.664869 0.5 -0.7 0.2
H -3.686180 -2.492390 -0.116187 -2.3 0.5 -0.1
H -3.597866 3.272156 -2.298331 0.6 0.0 1.0
```
Positions in Å, forces in eV/Å.

Atom charges from the Löwdin analysis, given in e for atoms 1 to 6: C -0.135; C -0.143; C -0.128; C -0.252; C -0.098; C 0.005

Below is a cluster of 2 separate species, C3H5NOS in total, with properties calculated with ωB97M-V with the def2-TZVPD basis set.

Results
- SMILES string = C=C=NC.O=S
- energy relative to the best compared isomer or geometry (same formula, charge and spin) (kJ/mol) = 440.68

```
11
Properties=species:S:1:pos:R:3:forces:R:3
C 0.624232 -1.659384 -0.246348 0.3 0.0 -5.2
C -0.376652 -0.903306 -0.034273 0.7 -0.6 0.4
C -1.606314 1.085151 0.220083 -1.5 0.1 1.4
N -1.396171 -0.347473 0.115301 -3.8 1.9 0.1
O 2.415496 1.075949 -0.389202 0.4 -0.3 0.4
S 3.203155 0.086351 0.397407 -0.2 0.6 -0.4
H 1.264898 -2.006455 0.442216 2.0 -1.3 2.2
H -0.884856 1.608573 -0.340862 0.9 0.8 -0.8
H -2.651312 1.456679 -0.081153 1.5 -1.0 0.5
H -1.430787 1.305094 1.296741 -0.4 0.3 -0.7
H 0.838311 -1.701177 -1.379912 0.0 -0.4 2.0
```
Positions in Å, forces in eV/Å.

Atom charges from the Löwdin analysis, given in e for atoms 1 to 6: C -0.055; C -0.274; C -0.093; N 0.043; O -0.681; S 0.727

Below is a cluster of 2 separate species, CH11NSi4 in total, with properties calculated with ωB97M-V with the def2-TZVPD basis set.

Results
- energy relative to the best compared isomer or geometry (same formula, charge and spin) (kJ/mol) = 248.32

```
17
Properties=species:S:1:pos:R:3:forces:R:3
C -0.606941 0.901963 1.135287 1.6 1.3 2.3
N -1.546695 -0.623757 -0.973237 0.9 1.1 1.2
Si 0.249977 -0.794262 1.536120 1.5 1.4 -0.1
Si -1.449094 1.051908 -0.484437 2.6 -0.4 -0.8
Si -0.370121 -1.752054 -0.463864 1.7 -1.3 -0.6
Si 2.585655 0.405479 -0.585630 -0.6 0.6 0.2
H -1.443141 1.038363 1.867707 0.6 -0.4 -0.3
H 0.134056 1.738570 1.467605 -1.2 -1.2 -1.0
H -2.163317 -0.859470 -1.676460 -1.4 -0.7 -1.8
H 1.787368 -0.725151 2.022961 -2.0 -0.2 -0.5
H -0.520105 -1.240627 2.633838 -0.7 -0.8 1.2
H -2.682960 1.618238 -0.099296 -1.4 0.7 -0.5
H -0.526292 1.818038 -1.501231 -1.1 -0.4 0.7
H -0.916396 -3.161960 -0.583584 0.2 0.6 0.1
H 1.028428 -1.805019 -1.273435 -1.3 0.2 0.3
H 3.582175 -0.447657 -1.330493 0.1 0.4 -0.5
H 2.464437 1.755266 -1.378466 0.5 -0.9 -0.2
```
Positions in Å, forces in eV/Å.

Atom charges from the Löwdin analysis, given in e for atoms 1 to 6: C -0.581; N -0.334; Si 0.354; Si 0.418; Si 0.326; Si 0.620

Below is an isolated molecule of C3H5N3, with properties calculated with ωB97M-V with the def2-TZVPD basis set.

Results
- SMILES string = C=C1C=NNN1
- energy relative to the best compared isomer or geometry (same formula, charge and spin) (kJ/mol) = 249.16

```
11
Properties=species:S:1:pos:R:3:forces:R:3
C -1.792793 -0.141310 -0.320825 0.0 0.0 0.0
C -0.463567 0.006664 -0.236877 0.0 0.0 0.1
N 0.372652 -0.822137 0.522836 -0.2 0.0 0.1
N 1.484114 -0.013178 0.912331 0.2 -0.1 0.0
N 1.580196 0.993434 -0.020257 -0.3 0.0 -0.2
C 0.483861 1.036317 -0.690751 0.1 0.0 0.1
H -0.078197 -1.283448 1.303223 0.1 0.2 0.1
H -2.282987 -0.816815 0.373082 0.0 -0.2 -0.3
H -2.414299 0.362653 -1.046970 0.2 0.3 0.2
H 2.338263 -0.563412 0.890158 -0.1 0.1 0.0
H 0.313486 1.831855 -1.405881 0.0 -0.2 0.1
```
Positions in Å, forces in eV/Å.

Atom charges from the Löwdin analysis, given in e for atoms 1 to 6: C 0.022; C -0.361; N 0.018; N -0.067; N 0.031; C -0.099